(1)
ORCA calculation (ωB97M-V/def2-TZVPD) on a cluster of 2 separate species, C27H30NO2 in total in a non-equilibrium geometry.

```
60
Properties=species:S:1:pos:R:3:forces:R:3:mulliken_charge:R:1
C -5.66238 4.89754 1.04242 0.0 -0.2 0.0 -0.801
O -5.58161 3.45287 1.17191 1.4 -0.1 -0.3 -0.421
C -4.35486 2.90155 0.98713 -0.1 0.3 0.6 1.047
C -4.20038 1.51386 1.24163 -0.3 0.3 -0.2 -0.814
C -2.98279 0.89755 1.07409 0.1 0.2 0.1 -0.366
C -1.79912 1.64597 0.77805 -0.6 0.1 -0.6 0.433
C -0.54042 0.98719 0.72140 0.1 0.9 0.7 -0.773
C 0.70513 1.64555 0.86607 0.0 0.0 0.0 -0.064
C 1.90096 0.94176 0.53819 0.2 0.0 0.2 -0.039
C 3.13054 1.53978 0.65862 0.4 0.5 0.0 -0.447
C 3.23673 2.89935 1.05900 0.5 0.2 -0.1 0.765
O 4.45724 3.49960 1.01093 -1.5 -0.3 0.1 -0.417
C 4.45650 4.94475 1.15589 0.0 -0.2 0.1 -0.825
C 2.07769 3.57881 1.48539 -0.3 0.1 -0.1 -0.655
C 0.84385 2.96675 1.39215 0.2 0.0 0.0 -0.795
C -1.99045 3.03336 0.47061 -0.1 -0.1 0.2 -0.951
C -3.22061 3.65364 0.60375 0.0 -0.1 -0.1 -0.497
H -6.71826 5.12590 1.18745 0.2 0.0 0.0 0.249
H -5.04924 5.39410 1.81508 -0.3 -0.3 -0.3 0.362
H -5.32859 5.21226 0.04060 -0.3 -0.1 0.4 0.338
H -5.08801 0.97267 1.55463 0.2 -0.1 -0.1 0.437
H -2.90962 -0.18154 1.20316 0.0 0.2 0.1 0.486
H -0.52077 -0.10535 0.65280 0.1 0.4 0.0 0.859
H 1.81932 -0.08201 0.16579 -0.1 0.3 0.0 0.164
H 4.05933 1.03482 0.41080 -0.2 -0.1 -0.1 0.512
H 5.49445 5.23791 0.99395 -0.2 0.0 0.1 0.253
H 3.79830 5.40934 0.40008 0.3 -0.2 0.3 0.381
H 4.12807 5.23637 2.16715 0.3 -0.1 -0.4 0.332
H 2.14570 4.59494 1.87197 -0.1 -0.4 -0.1 0.342
H -0.02335 3.51285 1.76317 0.3 -0.3 0.0 0.818
H -1.15942 3.62793 0.09276 -0.3 -0.2 0.1 0.802
H -3.32951 4.71853 0.39515 0.2 -0.4 0.0 0.346
C -2.63545 -2.11026 -3.62025 0.0 0.1 0.1 -0.523
C -2.56860 -1.14880 -2.59930 0.1 -0.4 -0.4 -0.536
C -1.49070 -1.13612 -1.72202 0.5 -0.3 0.1 0.351
C -0.42896 -2.06030 -1.84754 -0.9 -0.8 -0.5 0.116
N 0.62535 -2.03502 -0.91304 1.2 0.3 -0.1 -0.314
C 1.41159 -3.02357 -0.66521 -0.3 -0.4 0.3 1.230
C 2.74768 -2.80461 0.07075 -0.6 -0.1 -0.3 -0.174
C 3.02666 -3.84563 1.16485 0.1 -0.1 0.0 -0.798
C 2.89061 -5.28500 0.66213 -0.1 0.0 -0.2 -0.714
C 1.53629 -5.53790 -0.00558 0.0 0.0 0.3 -0.953
C 1.14476 -4.48237 -1.04625 0.2 0.1 -0.3 -1.171
C -0.47562 -2.96891 -2.94143 -0.1 0.3 0.3 -0.389
C -1.58637 -3.02241 -3.78654 0.2 0.5 0.2 -0.766
H -3.48474 -2.12347 -4.30915 0.3 0.0 0.3 0.369
H -3.34615 -0.39191 -2.49696 0.1 -0.3 0.0 0.421
H -1.45316 -0.39404 -0.92378 -0.1 -0.4 -0.5 -0.100
H 3.53921 -2.87043 -0.69961 -0.3 0.0 0.2 0.397
H 2.78358 -1.79172 0.48367 0.0 -0.2 -0.1 -0.323
H 4.04717 -3.69991 1.54259 -0.3 0.1 0.0 0.335
H 2.33670 -3.67951 1.99991 0.1 0.0 0.0 0.343
H 3.69394 -5.49123 -0.06082 -0.1 0.1 0.1 0.325
H 3.02211 -5.99386 1.48630 0.1 0.1 -0.1 0.362
H 1.55548 -6.51412 -0.50390 -0.1 0.1 0.1 0.338
H 0.73554 -5.60409 0.74514 0.2 0.1 0.0 0.390
H 0.08849 -4.62782 -1.29636 0.3 0.1 0.0 0.527
H 1.72772 -4.66814 -1.96571 -0.1 0.0 0.2 0.402
H 0.36257 -3.64459 -3.12518 -0.4 0.4 0.0 0.417
H -1.60015 -3.75290 -4.59846 -0.1 0.3 0.3 0.377
```
Positions in Å, forces in eV/Å.

The gap between HOMO and LUMO comes out at 5.5 eV. As for the energy relative to the best compared isomer or geometry (same formula, charge and spin): 6.2 kcal per mole. Its charge is +1.

---

(2)
ORCA calculation (ωB97M-V/def2-TZVPD) on a structure of composition C2H2CoF2O2 in a non-equilibrium geometry.

```
9
Properties=species:S:1:pos:R:3:forces:R:3:mulliken_charge:R:1
F 0.02954 -0.22615 1.39527 2.0 -1.1 1.1 0.127
H -0.63635 1.13349 -1.70191 -0.1 0.6 -0.2 0.446
O 1.12905 0.44549 -0.96785 -0.6 0.4 0.1 -0.247
O 1.05258 -1.29795 1.13644 -1.5 1.3 0.3 0.077
C -0.06791 0.64052 -0.89405 0.5 -0.6 -1.0 0.420
C -0.90614 -0.07951 0.15398 -4.0 0.9 -0.1 0.335
F -1.89293 0.63422 0.58846 1.5 -1.0 -0.3 0.012
H -1.14431 -1.13066 -0.05866 -0.1 -0.3 -0.3 0.330
Co 2.43645 -0.11945 0.34831 2.4 -0.2 0.4 1.500
```
Positions in Å, forces in eV/Å.

The gap between HOMO and LUMO (spin up / spin down) comes out at 9.6 / 6.4 eV. The multiplicity is 5. As for the energy relative to the best compared isomer or geometry (same formula, charge and spin): 6.2 kcal per mole. Its charge is +3.

---

(3)
ORCA calculation (ωB97M-V/def2-TZVPD) on a structure of composition C11H8N2O4Ru in a non-equilibrium geometry.

```
26
Properties=species:S:1:pos:R:3:forces:R:3:mulliken_charge:R:1
Ru -0.03966 -0.24192 -2.42928 0.0 0.6 2.0 0.274
O -0.08540 2.61558 -3.68474 0.0 -3.8 2.3 -0.049
C -0.07944 1.57401 -3.18963 0.0 7.2 -4.3 0.386
C 0.04617 -2.14372 -2.73051 0.5 -7.8 -2.2 0.422
O 0.10766 -3.26782 -2.95559 -0.2 3.5 1.2 -0.084
C 1.85161 -0.12621 -1.91842 7.2 0.7 3.2 0.226
O 2.96876 -0.05797 -1.63532 -4.1 -0.4 -1.5 -0.080
C -1.96060 -0.27138 -2.05022 -7.5 0.4 2.7 0.283
O -3.09482 -0.24786 -1.84361 4.1 -0.2 -1.2 -0.074
H -0.03409 -0.16718 -4.46553 0.0 -0.9 -1.2 0.211
H -0.01736 -0.93870 -4.35942 0.0 0.7 -1.4 0.152
N -0.42317 -1.72237 2.06385 0.3 1.3 -0.3 0.007
C -0.44145 -1.90012 0.71564 0.1 0.7 1.1 -0.390
N -0.13290 -0.74601 0.10764 0.2 -0.2 0.0 0.077
C 0.11445 0.19916 1.09936 -0.5 -1.2 1.1 0.582
C 0.42873 1.56382 1.08083 -0.1 -0.5 -1.3 -0.172
C 0.50430 2.25735 2.28831 0.0 0.7 2.0 -0.782
C 0.28326 1.63674 3.52502 0.4 1.4 -1.0 -0.429
C -0.01898 0.26896 3.56597 -0.1 -0.2 1.1 -0.752
C -0.07949 -0.40662 2.35218 -0.4 -1.5 -2.0 0.817
H -0.65774 -2.37030 2.79131 -0.2 -0.8 0.1 0.252
H -0.68408 -2.87730 0.28064 0.1 0.6 0.0 0.397
H 0.58888 2.02537 0.11045 0.1 0.4 0.3 0.386
H 0.72390 3.32338 2.30770 0.0 -0.2 -0.2 0.431
H 0.33770 2.22744 4.44375 0.0 -0.3 -0.3 0.465
H -0.20626 -0.20633 4.52959 0.0 -0.1 -0.2 0.444
```
Positions in Å, forces in eV/Å.

The gap between HOMO and LUMO (spin up / spin down) comes out at 7.9 / 5.0 eV. The multiplicity is 6. Its charge is +3.

---

(4)
ORCA calculation (ωB97M-V/def2-TZVPD) on a cluster of 2 separate species, C16H21N3O5 in total in a non-equilibrium geometry.

```
45
Properties=species:S:1:pos:R:3:forces:R:3:mulliken_charge:R:1
O -0.49940 0.97263 1.69441 0.0 1.3 0.3 -0.573
N -0.43025 2.14843 2.06997 1.0 -1.7 1.5 0.938
O 0.09760 2.49358 3.13376 -0.6 -0.2 -1.2 -0.584
C -0.98822 3.15284 1.23806 -1.3 2.3 -1.8 -0.126
C -1.62482 2.82812 0.02072 0.1 0.0 0.1 -0.268
C -2.18334 3.81838 -0.79390 0.3 0.0 0.5 -0.543
C -2.12391 5.16884 -0.42552 -0.1 0.0 -0.2 0.623
C -2.72106 6.25140 -1.29382 -1.6 -0.7 -0.2 -0.006
C -4.03404 6.03365 -2.11039 1.1 0.4 1.5 -0.421
O -2.74743 6.03194 -2.68995 0.1 0.0 -0.3 -0.401
C -1.48542 5.50676 0.77296 0.0 -0.7 0.0 -0.776
C -0.93016 4.51819 1.59262 0.1 -0.3 0.1 -0.363
H -1.69202 1.79461 -0.30858 0.1 0.1 0.2 0.464
H -2.65519 3.53310 -1.72946 0.1 0.0 0.1 0.384
H -2.48297 7.26603 -0.95921 -0.1 -0.2 -0.3 0.379
H -4.56866 5.08201 -2.03824 0.4 0.1 0.0 0.222
H -4.68443 6.88870 -2.31752 0.4 -0.1 0.0 0.272
H -1.41778 6.54627 1.07912 0.0 -0.1 0.0 0.330
H -0.44686 4.82647 2.51616 -0.1 -0.3 -0.2 0.441
C 4.42746 -4.63266 0.93932 -0.5 0.1 0.0 -0.814
N 3.40030 -3.99372 1.76114 1.3 -0.6 -0.2 -0.097
C 2.27182 -3.41540 1.34095 -1.3 0.7 0.5 -0.092
O 1.50986 -2.92541 2.16891 -0.1 -0.1 -0.6 -0.685
C 1.97293 -3.31660 -0.17022 0.4 -0.9 0.1 0.045
C 2.46264 -1.99292 -0.76223 -0.3 0.2 0.2 -0.881
C 1.26481 -1.06788 -0.54486 0.1 -0.2 0.1 -0.585
C 0.06458 -1.99410 -0.75539 -0.3 0.3 0.0 -0.890
N 0.53672 -3.33378 -0.43210 0.8 0.9 0.1 0.170
C -0.21196 -4.44353 -0.30536 -0.3 -1.3 0.1 0.852
C -1.71313 -4.34411 -0.50322 0.4 0.2 0.0 -1.209
O 0.27677 -5.54132 -0.05720 0.4 0.4 0.1 -0.679
H 5.26454 -4.93833 1.56920 -0.2 0.1 0.0 0.323
H 4.79247 -3.93795 0.18072 0.1 -0.1 0.0 0.267
H 4.01294 -5.51791 0.45148 0.2 0.0 -0.1 0.278
H 3.51197 -4.01120 2.76341 -0.1 0.1 -0.1 0.288
H 2.44750 -4.14594 -0.69350 -0.1 -0.2 0.1 0.662
H 2.64207 -2.11418 -1.83178 0.2 -0.1 0.0 0.400
H 3.35904 -1.62162 -0.26368 0.1 -0.1 -0.1 0.365
H 1.26097 -0.23439 -1.24756 -0.1 0.1 0.1 0.423
H 1.27125 -0.70231 0.48262 -0.1 0.1 -0.1 0.218
H -0.24810 -1.96215 -1.79993 -0.2 0.0 -0.1 0.347
H -0.75696 -1.69490 -0.10301 -0.1 0.0 -0.1 0.362
H -2.14421 -5.34052 -0.41754 0.2 0.1 0.0 0.318
H -2.13226 -3.70107 0.26786 -0.2 0.1 -0.1 0.294
H -1.92566 -3.93803 -1.48922 -0.2 0.2 0.0 0.328
```
Positions in Å, forces in eV/Å.

The gap between HOMO and LUMO comes out at 8.0 eV. As for the SMILES: O=[N+]([O-])c1ccc([C@@H]2CO2)cc1.CNC(=O)[C@@H]1CCCN1C(C)=O. As for the energy relative to the best compared isomer or geometry (same formula, charge and spin): 119.7 kcal per mole. Its charge is 0.

---

Q: What is the charge in the fourth record?
A: 0

---

Q: charge of number 4 (C16H21N3O5)?
A: 0